Entry 1:
15
Properties=species:S:1:pos:R:3:forces:R:3:nbo_charge:R:1 method="wB97M-V/def2-TZVPD" homo_lumo_gap_ev=7.7 smiles="[NH2+]=C1C[NH2+]CN1[O-]" lumo_energy_ev=-4.033 total_energy_ev=-9747.4395 multiplicity=1 total_charge=+1
N -2.170813 -1.302930 0.024463 2.1 -2.3 -0.9 -0.792
C -1.157960 -0.468569 -0.118121 4.6 5.8 -0.4 0.338
C 0.413868 -0.801979 -0.077175 -4.3 -3.4 0.5 -0.310
N 1.140664 0.487399 0.156360 1.5 -1.4 -4.7 -0.514
C 0.290375 1.630487 -0.166714 -3.9 -3.6 -2.1 -0.082
N -1.168318 0.903410 -0.078586 1.2 -1.2 0.2 0.067
O -2.105131 1.703784 0.146734 -0.7 -0.2 -0.2 -0.516
H -3.042239 -0.928001 0.257235 -1.7 0.3 0.1 0.445
H -1.987936 -2.224518 -0.434108 -1.2 1.2 0.8 0.427
H 0.298935 -1.620997 0.717120 1.5 1.7 0.1 0.273
H 0.752923 -1.454983 -0.899960 0.3 1.2 -0.2 0.250
H 1.855984 0.557630 -0.661030 -0.5 -0.6 2.3 0.467
H 1.563599 0.456363 1.042407 0.9 0.5 1.5 0.459
H 0.388677 1.986116 -1.220073 0.2 -0.2 1.1 0.249
H 0.291225 2.305923 0.585172 0.0 2.4 2.0 0.238

***

Entry 2:
15
Properties=species:S:1:pos:R:3:forces:R:3:nbo_charge:R:1 method="wB97M-V/def2-TZVPD" homo_lumo_gap_ev=10.4 lumo_energy_ev=-4.300 total_energy_ev=-9747.0596 multiplicity=1 total_charge=+1
C -0.783185 -0.647306 1.293911 0.3 -1.6 -6.5 0.810
C 0.065586 0.507610 -0.707514 4.0 -2.0 0.4 0.047
C 1.320203 0.688309 -1.650708 0.3 2.1 4.5 -0.609
N -0.318164 -0.848378 -0.515949 -3.8 1.2 4.6 -0.547
N 0.351958 1.128092 0.598606 3.9 2.2 -1.0 -0.284
N -1.739856 -1.355251 1.798527 0.4 0.8 0.8 -0.733
O -0.225988 0.412938 1.654863 0.1 -0.1 1.6 -0.260
H -0.740384 0.992363 -1.047551 -3.0 1.9 -1.7 0.192
H 1.636039 1.760332 -1.484566 -0.3 -1.0 -0.5 0.234
H 1.105095 0.552612 -2.620626 -1.0 -0.4 -3.5 0.241
H 2.194151 0.090932 -1.392837 -0.3 -0.3 0.3 0.229
H 0.337312 -1.558456 -0.558985 2.1 -1.5 0.2 0.380
H 1.455599 1.322673 0.695786 -3.2 -1.2 0.8 0.405
H -2.391810 -1.939749 1.346398 0.3 -1.2 -2.0 0.459
H -2.266558 -1.106720 2.590644 0.2 1.2 2.0 0.437

***

Entry 3:
15
Properties=species:S:1:pos:R:3:forces:R:3:nbo_charge:R:1 method="wB97M-V/def2-TZVPD" homo_lumo_gap_ev=7.7 lumo_energy_ev=-6.433 total_energy_ev=-9747.2452 multiplicity=1 total_charge=+1
C 1.112546 0.038783 -0.142044 0.5 -1.4 0.5 0.541
C -0.726121 -1.258274 -0.198746 0.4 -1.3 0.5 -0.174
C 2.563552 0.404603 0.034896 0.1 0.3 -0.2 -0.646
N 0.704738 -1.146504 0.029811 0.2 -0.4 0.1 -0.457
N -1.289078 -0.031294 -0.652619 2.8 2.2 -1.1 0.031
N -2.174072 0.648978 0.224145 -0.4 0.5 1.0 -0.558
O 0.315758 1.003325 -0.467854 -3.7 -0.1 -0.6 -0.350
H -0.853429 -1.994440 -1.005850 -0.2 0.2 0.2 0.261
H -1.172323 -1.635155 0.736611 -0.2 0.2 -0.2 0.204
H 2.687998 1.483053 0.018693 0.1 0.0 0.1 0.244
H 3.119156 -0.033120 -0.794614 -0.1 0.0 0.0 0.268
H 2.934341 -0.028821 0.960895 -0.1 0.1 0.0 0.265
H -1.880082 1.645155 0.248290 -0.1 -0.4 0.0 0.478
H -2.218317 0.277797 1.202505 0.1 0.2 -0.6 0.433
H -3.124672 0.625919 -0.194119 0.4 -0.1 0.2 0.461

***

Entry 4:
15
Properties=species:S:1:pos:R:3:forces:R:3:nbo_charge:R:1 method="wB97M-V/def2-TZVPD" homo_lumo_gap_ev="7.0 / 7.4" lumo_energy_ev="-3.148 / -7.537" total_energy_ev=-9745.3746 multiplicity=3 total_charge=+1
C -0.126982 0.534076 0.192802 -2.6 0.5 3.2 0.187
C 1.319857 0.891875 0.330786 -1.4 0.3 -1.8 -0.290
C -1.539503 -1.417024 1.104389 0.8 -1.9 -1.1 0.217
N -0.627395 -0.798667 0.221418 3.0 3.1 -2.5 -0.592
N 0.762667 1.203003 -1.016507 0.6 -1.6 -0.2 -0.089
N 1.060475 0.370909 -2.026730 -1.1 2.0 0.8 -0.447
O -2.329607 -0.689311 1.839152 -1.0 2.3 0.6 -0.616
H -0.812383 1.330496 0.557233 0.4 -0.8 -0.3 0.229
H 1.755205 1.718204 0.871446 -0.6 0.5 0.1 0.275
H 1.843394 0.012476 0.469481 1.7 -1.8 -0.3 0.211
H -1.484901 -2.493153 1.220569 0.0 0.4 0.1 0.204
H 0.790455 0.708767 -2.947698 -0.1 -0.4 0.2 0.433
H -0.026717 -1.318921 -0.418035 -0.7 -0.9 0.7 0.405
H 1.773344 -0.284961 -1.885900 1.5 -0.9 -0.3 0.390
H -2.357910 0.232229 1.487593 -0.4 -1.0 0.6 0.483

***

Entry 5:
15
Properties=species:S:1:pos:R:3:forces:R:3:nbo_charge:R:1 method="wB97M-V/def2-TZVPD" homo_lumo_gap_ev=7.3 lumo_energy_ev=-7.101 total_energy_ev=-18534.6260 multiplicity=1 total_charge=+1
C -0.170564 -0.641508 0.783667 0.1 0.8 0.4 0.400
C -1.235984 -1.579981 1.147237 0.7 -2.8 -0.4 -0.631
C 0.340463 1.285439 -1.804592 -3.7 3.0 -2.3 -0.448
N -0.533993 0.340983 0.070728 -1.2 0.1 -0.8 -0.361
N 1.010445 -0.766154 1.312753 1.2 5.8 -3.2 -0.503
N 0.490035 1.252457 -0.382233 1.2 -2.3 0.6 -0.363
S 2.188856 0.885953 0.102835 -2.4 -2.5 2.1 0.498
H -1.053557 -2.450059 0.365118 -0.6 1.2 2.1 0.265
H -2.186615 -1.141485 0.946952 -0.6 0.3 -0.1 0.270
H -1.126620 -1.837513 2.230995 -0.3 -0.3 -1.1 0.254
H 0.812806 2.168839 -2.242151 0.0 0.1 0.3 0.237
H 0.690015 0.488363 -2.385532 0.6 -1.8 0.1 0.252
H -0.846790 1.376490 -1.979532 2.8 -0.1 0.2 0.265
H 1.496269 -1.429302 1.756607 2.2 -3.3 1.7 0.413
H 0.125231 2.047479 0.077148 0.2 1.9 0.3 0.451

***

Entry 6:
15
Properties=species:S:1:pos:R:3:forces:R:3:nbo_charge:R:1 method="wB97M-V/def2-TZVPD" homo_lumo_gap_ev=9.8 lumo_energy_ev=-3.823 total_energy_ev=-18538.5091 multiplicity=1 total_charge=+1
C -0.620575 -0.829991 -0.081813 -1.9 -0.2 -1.0 0.383
C -0.333374 1.490887 -0.253372 -3.2 -2.8 -3.9 -0.023
C 1.698097 0.061981 -0.067364 1.2 1.8 2.7 -0.438
N -1.704722 1.285241 0.151410 -1.6 0.3 0.4 -0.728
N 0.272536 0.129264 -0.262204 -1.0 -0.2 1.7 -0.371
N -0.468961 -2.142468 -0.043658 1.6 0.4 0.4 -0.731
S -2.339577 -0.327919 -0.139908 2.5 1.9 -0.1 0.523
H -0.320880 1.892269 -1.308547 0.3 -0.3 1.1 0.220
H 0.109823 2.077379 0.425503 1.9 2.3 2.3 0.214
H 2.091426 -0.384149 -0.886994 1.7 -0.5 -3.1 0.226
H 2.176134 1.140163 0.205062 -1.3 -2.8 -0.9 0.257
H 2.065241 -0.669018 0.678163 -0.8 0.6 0.5 0.228
H -1.855536 1.465314 1.135420 0.2 0.1 0.0 0.391
H 0.448774 -2.430140 0.223421 0.6 -0.8 -0.2 0.411
H -1.218413 -2.758815 0.224879 -0.1 0.1 0.0 0.438

***

Entry 7:
15
Properties=species:S:1:pos:R:3:forces:R:3:nbo_charge:R:1 method="wB97M-V/def2-TZVPD" homo_lumo_gap_ev=8.6 lumo_energy_ev=0.740 total_energy_ev=-9195.8617 multiplicity=1 total_charge=0
C 0.028606 1.438171 -0.838979 0.1 -0.1 0.1 -0.670
N -0.415949 -1.091051 -1.170051 1.9 1.4 0.8 -0.427
C 0.649645 0.086582 -0.636787 -0.3 0.4 -3.8 0.212
N -1.249588 -0.890454 2.184358 0.0 -0.6 -0.6 -0.665
C 1.958453 -0.149339 -0.546572 -0.4 -0.2 0.2 -0.472
N -0.394796 -1.155128 0.185977 -2.3 -1.9 3.8 -0.089
N -1.462091 -0.971658 0.836201 0.9 0.2 -1.1 -0.093
H -1.349629 -0.778780 -1.483871 0.3 0.5 0.1 0.330
H -0.286722 -0.739821 2.479433 -0.6 0.1 0.2 0.380
H -2.092501 -0.627243 2.673983 0.7 0.2 0.1 0.390
H 0.743488 2.224498 -0.599621 0.0 0.0 0.1 0.226
H -0.278934 1.568451 -1.877620 0.0 -0.1 0.0 0.223
H -0.851854 1.555772 -0.209590 -0.1 0.0 0.1 0.224
H 2.655451 0.672317 -0.612159 -0.1 0.1 0.4 0.212
H 2.346421 -1.142317 -0.384703 0.0 -0.1 -0.3 0.218

***

Entry 8:
15
Properties=species:S:1:pos:R:3:forces:R:3:nbo_charge:R:1 method="wB97M-V/def2-TZVPD" homo_lumo_gap_ev=8.8 lumo_energy_ev=0.862 total_energy_ev=-9198.4329 multiplicity=1 total_charge=0
C -0.519383 1.350866 -1.545134 0.0 -0.2 0.2 -0.652
N -0.187199 -0.713253 0.068474 0.3 0.8 -0.3 -0.296
C 1.210122 -0.313327 0.654037 -0.4 -0.1 0.1 0.545
N -1.154760 -1.421719 0.834319 -0.2 0.2 0.0 -0.637
C -0.211314 0.894439 -0.139844 -0.5 -1.0 0.1 0.176
N 1.132991 0.953011 0.305884 0.5 0.3 0.1 -0.653
N 1.868468 -1.214490 1.245505 0.1 -0.4 0.0 -0.837
H -0.095992 -1.185995 -0.833135 0.0 0.1 0.2 0.404
H -1.326342 -0.874531 1.676302 0.1 0.0 -0.1 0.363
H -0.709722 -2.285376 1.144774 0.2 0.1 0.0 0.381
H 2.726321 -0.886510 1.670144 0.0 0.1 0.0 0.369
H -0.965873 1.256511 0.573904 0.0 0.0 0.0 0.160
H -0.470698 2.438388 -1.570116 0.0 0.0 0.0 0.242
H 0.221976 0.963689 -2.241452 0.1 0.0 0.0 0.220
H -1.518593 1.038298 -1.843662 -0.1 0.0 -0.1 0.216